Density functional theory data (wB97M-V/def2-TZVPD) for a cluster of 4 separate species, C28H30Br2NO17P in total in a non-equilibrium geometry.

Kohn-Sham gap, eV: 7.82
SMILES: CC[C@@H](Br)[C@@H]1[C@H](P(=O)(O)O)OC(=O)[C@]1(Br)CCCN.O=C1C=C(O)C(=O)C=C1O.O=C1C=C(O)C(=O)C=C1O.O=C1C=C(O)C(=O)C=C1O
Highest occupied orbital energy, Eh: -0.36248
Multiplicity: 1
Calculated total energy, a.u.: -7907.988925

Bonds (Å) are listed after each position.
Atoms and positions in Å:
1 C 4.7745 -0.1385 0.5610  C2 1.637, H20 1.171, H21 1.193, H22 1.187
2 C 4.4776 1.3486 1.1779  C1 1.637, C3 1.636, H23 1.193, H24 1.190
3 C 3.5416 2.3223 0.2546  C2 1.636, Br4 2.040, C5 1.637, H25 1.176
4 Br 4.6276 4.0286 -0.0148  C3 2.040
5 C 3.1749 1.7494 -1.2340  C3 1.637, C6 1.639, C14 1.653, H26 1.194
6 C 2.7823 2.9199 -2.3119  C5 1.639, P7 1.906, O11 1.495, H27 1.182
7 P 1.5002 4.2613 -1.8788  C6 1.906, O8 1.613, O9 1.740, O10 1.764
8 O 2.0544 5.6320 -2.5233  P7 1.613
9 O 1.2973 4.5842 -0.1808  P7 1.740, H28 1.002
10 O -0.0810 4.0226 -2.6225  P7 1.764, H29 1.002
11 O 2.1006 2.2034 -3.4333  C6 1.495, C12 1.494
12 C 1.3228 1.1309 -2.7424  O11 1.494, O13 1.334, C14 1.637
13 O 0.1923 0.8160 -3.3774  C12 1.334
14 C 2.0548 0.5453 -1.3998  C5 1.653, C12 1.637, Br15 2.041, C16 1.639
15 Br 2.7058 -1.2618 -2.0889  C14 2.041
16 C 1.1715 0.0747 -0.1024  C14 1.639, C17 1.638, H30 1.194, H31 1.194
17 C -0.3935 -0.2938 -0.4161  C16 1.638, C18 1.638, H32 1.183, H33 1.183
18 C -1.4410 0.9625 -0.3341  C17 1.638, N19 1.512, H34 1.194, H35 1.194
19 N -1.0637 2.0582 0.6371  C18 1.512, H36 1.064, H37 1.056
20 H 5.2316 -0.1534 -0.5168  C1 1.171
21 H 5.5962 -0.6364 1.2690  C1 1.193
22 H 3.8207 -0.8379 0.6641  C1 1.187
23 H 5.4840 1.9167 1.4726  C2 1.193
24 H 3.9125 1.1838 2.2126  C2 1.190
25 H 2.5765 2.5694 0.8803  C3 1.176
26 H 4.1259 1.2580 -1.7626  C5 1.194
27 H 3.6772 3.4488 -2.8753  C6 1.182
28 H 0.8769 3.8178 0.3087  O9 1.002
29 H -0.7327 3.9731 -1.8631  O10 1.002
30 H 1.6755 -0.9347 0.2893  C16 1.194
31 H 1.2597 0.8228 0.8238  C16 1.194
32 H -0.7524 -1.0910 0.3808  C17 1.183
33 H -0.4473 -0.8396 -1.4637  C17 1.183
34 H -2.4718 0.5098 0.0637  C18 1.194
35 H -1.7037 1.3790 -1.4213  C18 1.194
36 H -1.1841 2.9631 0.0912  N19 1.064
37 H -1.7298 2.0859 1.4560  N19 1.056
38 C -6.2326 0.4193 0.7681  C39 1.334, C44 1.471, H48 1.083
39 C -7.2389 -0.4563 0.7295  C38 1.334, C40 1.489, O47 1.383
40 C -7.9417 -0.7714 -0.5450  C39 1.489, O41 1.226, C42 1.471
41 O -8.8503 -1.5945 -0.5527  C40 1.226
42 C -7.5115 -0.0655 -1.7621  C40 1.471, C43 1.334, H49 1.082
43 C -6.5075 0.8126 -1.7226  C42 1.334, C44 1.489, O46 1.383
44 C -5.7869 1.1068 -0.4536  C38 1.471, C43 1.489, O45 1.226
45 O -4.8559 1.9052 -0.4523  C44 1.226
46 O -6.0998 1.4816 -2.8621  C43 1.383, H50 0.982
47 O -7.6651 -1.1046 1.8741  C39 1.383, H51 0.982
48 H -5.7115 0.6560 1.6872  C38 1.083
49 H -8.0425 -0.2906 -2.6781  C42 1.082
50 H -5.3586 2.0584 -2.5748  O46 0.982
51 H -8.4022 -1.6858 1.5857  O47 0.982
52 C 9.5347 1.6609 -3.1258  C53 1.334, C58 1.471, H62 1.083
53 C 8.3388 1.8529 -2.5660  C52 1.334, C54 1.489, O61 1.383
54 C 7.6741 0.7810 -1.7743  C53 1.489, O55 1.226, C56 1.471
55 O 6.5836 0.9933 -1.2559  C54 1.226
56 C 8.3643 -0.5123 -1.6496  C54 1.471, C57 1.334, H63 1.082
57 C 9.5587 -0.7053 -2.2124  C56 1.334, C58 1.489, O60 1.383
58 C 10.2354 0.3756 -2.9805  C52 1.471, C57 1.489, O59 1.226
59 O 11.3413 0.1743 -3.4709  C58 1.226
60 O 10.2118 -1.9191 -2.1014  C57 1.383, H64 0.982
61 O 7.6730 3.0574 -2.7005  C53 1.383, H65 0.982
62 H 10.0303 2.4321 -3.7020  C52 1.083
63 H 7.8621 -1.2886 -1.0866  C56 1.082
64 H 11.0555 -1.8071 -2.5914  O60 0.982
65 H 6.8321 2.9473 -2.2054  O61 0.982
66 C -5.2916 -4.4681 4.3331  C67 1.334, C72 1.471, H76 1.083
67 C -6.2086 -3.9386 3.5210  C66 1.334, C68 1.489, O75 1.383
68 C -7.6385 -4.3474 3.5979  C67 1.489, O69 1.226, C70 1.471
69 O -8.4615 -3.8295 2.8513  C68 1.226
70 C -8.0089 -5.3775 4.5809  C68 1.471, C71 1.334, H77 1.082
71 C -7.0911 -5.9094 5.3905  C70 1.334, C72 1.489, O74 1.383
72 C -5.6667 -5.4805 5.3322  C66 1.471, C71 1.489, O73 1.226
73 O -4.8495 -5.9743 6.1020  C72 1.226
74 O -7.4318 -6.8799 6.3148  C71 1.383, H78 0.982
75 O -5.8630 -2.9885 2.5777  C67 1.383, H79 0.982
76 H -4.2492 -4.1785 4.2896  C66 1.083
77 H -9.0482 -5.6784 4.6141  C70 1.082
78 H -6.5957 -7.1025 6.7795  O74 0.982
79 H -6.7001 -2.7616 2.1172  O75 0.982